Record 1
The following is a DFT calculation (ωB97M-V/def2-TZVPD) of a gas-phase ion, C7H12FN2OS (charge +1).

Cartesian coordinates (Å):
C (0.11683, 2.68853, -1.48506)
C (-0.64661, 1.53550, -0.86749)
F (-1.72108, 1.22514, -1.66802)
C (0.27466, 0.29077, -0.73684)
C (0.96536, 0.24865, 0.63882)
N (0.48078, -0.84585, 1.55658)
N (1.44276, -1.91146, 1.70655)
C (1.76590, -2.51198, 0.66726)
S (2.17700, -3.22786, -0.61874)
C (-0.91153, -1.38096, 1.29505)
C (-1.39610, -1.23939, -0.15727)
O (-0.36794, -0.91411, -1.06340)
H (1.00185, 2.93823, -0.89575)
H (-0.51116, 3.57203, -1.56782)
H (0.45793, 2.41332, -2.48386)
H (-0.99752, 1.87037, 0.11599)
H (1.06942, 0.41382, -1.47130)
H (0.78139, 1.19226, 1.15441)
H (2.04216, 0.16402, 0.53744)
H (0.45234, -0.43700, 2.48764)
H (-1.59983, -0.91350, 1.99633)
H (-0.87163, -2.43106, 1.56763)
H (-1.78909, -2.20567, -0.46401)
H (-2.22718, -0.53671, -0.22607)

Calculated values
LUMO level = -4.694 eV
SMILES = C[C@@H](F)[C@H]1C[N@H+](N=C=S)CCO1
ΔE to the lowest compared entry with this formula, charge and spin = 19.5 kcal per mole
Total charge = +1
Orbital gap = 9.49 eV
Largest force on an atom = 0.8 eV/Å



Record 2
The following is a DFT calculation (ωB97M-V/def2-TZVPD) of a molecular structure, C7H12INO in a non-equilibrium geometry.

Cartesian coordinates (Å):
C (0.78941, -1.09587, 0.28148)
C (-1.33124, 0.95753, -1.26657)
C (-1.59259, -0.22423, -0.24408)
C (-0.13407, 0.51803, -2.00170)
C (-0.33941, -0.35022, 0.55502)
C (1.98782, -1.07510, 1.29174)
C (-0.42273, 0.48721, 1.81522)
N (0.99394, 1.00257, -2.04566)
O (0.97092, -1.69128, -0.92430)
I (1.34775, 2.76023, -1.06892)
H (-2.09357, 1.18236, -2.02087)
H (-1.13678, 1.81272, -0.65279)
H (-2.45431, 0.20093, 0.36288)
H (-1.92814, -1.08536, -0.79180)
H (0.37451, -1.75204, -1.48553)
H (-0.23834, -0.35692, -2.58313)
H (2.70376, -0.45240, 0.66596)
H (2.21145, -2.18580, 1.34200)
H (1.82198, -0.61647, 2.26731)
H (0.18947, 0.18163, 2.69537)
H (-1.42561, 0.29328, 2.16213)
H (-0.29424, 1.48921, 1.64625)

Calculated values
LUMO level = 0.248 eV
ΔE to the lowest compared entry with this formula, charge and spin = 48.5 kcal per mole
Orbital gap = 8.44 eV
Largest force on an atom = 13.6 eV/Å



Record 3
The following is a DFT calculation (ωB97M-V/def2-TZVPD) of a molecular structure, C7H12IrNS4.

Cartesian coordinates (Å):
Ir (-0.13785, 0.50078, 0.52316)
C (2.77907, -0.81726, -0.22934)
C (1.95149, -1.90165, 0.44679)
S (0.12642, -1.83628, 0.25098)
C (-0.25080, -2.00777, -1.53760)
C (0.08448, -0.83165, -2.44531)
S (-0.59094, 0.77116, -1.85074)
C (0.75761, 1.92811, -2.23925)
C (2.14303, 1.58044, -1.69196)
S (2.16944, 0.91534, 0.02205)
H (3.78799, -0.84193, 0.18237)
H (2.85108, -0.98082, -1.30171)
H (2.28392, -2.88474, 0.10996)
H (2.06527, -1.87763, 1.53220)
H (0.24078, -2.91265, -1.89642)
H (-1.32503, -2.20362, -1.52809)
H (1.15616, -0.72043, -2.58618)
H (-0.36289, -1.00768, -3.42417)
H (0.80712, 2.01784, -3.32576)
H (0.40407, 2.88318, -1.84930)
H (2.66176, 0.86323, -2.32490)
H (2.74930, 2.48500, -1.65839)
S (-1.44017, 1.93543, 1.81962)
C (-2.34011, 0.82983, 2.65718)
N (-2.97380, 0.05242, 3.24544)

Calculated values
LUMO level (alpha / beta) = -6.324 / -11.136 eV
<S²> = 6.029
ΔE to the lowest compared entry with this formula, charge and spin = 1.3 kcal per mole
Total charge = +2
Orbital gap (alpha / beta) = 9.82 / 6.61 eV
Largest force on an atom = 0.3 eV/Å
Multiplicity = 5



Record 4
The following is a DFT calculation (ωB97M-V/def2-TZVPD) of a molecular structure, C7H12LiO4 in a non-equilibrium geometry.

Cartesian coordinates (Å):
C (1.45970, -1.54161, -0.47112)
C (2.30705, -1.54780, 0.75800)
O (3.16590, -0.35803, 0.76400)
Li (2.30080, 0.46686, -0.84139)
H (0.49098, -2.03530, -0.31788)
H (3.63361, -0.29175, 1.60124)
H (1.91897, -2.08170, -1.31423)
H (2.97427, -2.42291, 0.83532)
H (1.69692, -1.48292, 1.67535)
O (-4.60061, -1.41888, -1.22304)
C (-4.16295, -0.39532, -0.66093)
O (-4.66442, 0.25194, 0.27854)
O (-2.87747, -0.05658, -1.06296)
C (-2.05232, 0.65570, -0.15533)
C (-0.62732, 0.62900, -0.68273)
C (0.38305, 0.94185, 0.38529)
C (1.15249, 2.09899, 0.25810)
H (-2.10606, 0.20003, 0.84604)
H (-2.40557, 1.69359, -0.05900)
H (-0.52362, 1.30626, -1.54422)
H (-0.39624, -0.37142, -1.07459)
H (0.21347, 0.54474, 1.39517)
H (1.86439, 2.33352, 1.06008)
H (0.85501, 2.88174, -0.44972)

Calculated values
LUMO level = 1.764 eV
ΔE to the lowest compared entry with this formula, charge and spin = 8.3 kcal per mole
Total charge = -1
Orbital gap = 5.61 eV
Largest force on an atom = 3.4 eV/Å



Record 5
The following is a DFT calculation (ωB97M-V/def2-TZVPD) of C7H12N2 in the gas phase in a non-equilibrium geometry.

Cartesian coordinates (Å):
C (2.14582, -0.19572, 0.45563)
C (0.96856, -0.82308, -0.44894)
C (-0.27337, 0.02649, -0.75149)
N (-0.66366, 1.13382, 0.02120)
C (-0.13509, 2.57953, -0.15109)
C (-1.00165, 0.61239, 1.24254)
N (-0.97016, -0.63169, 1.35783)
C (-0.52759, -1.20539, 0.05473)
C (-1.37352, -2.37100, -0.33898)
H (1.52664, 0.24284, 1.37232)
H (2.54004, 0.83716, -0.08419)
H (2.97736, -0.99830, 0.68892)
H (1.36702, -1.30528, -1.53865)
H (-0.45464, 0.15847, -1.83554)
H (-1.04819, 3.41883, 0.21822)
H (0.96759, 2.63364, 0.25086)
H (0.02699, 2.85283, -1.31506)
H (-1.36935, 1.12460, 2.08955)
H (-2.48892, -2.31918, -0.03835)
H (-0.95018, -3.30282, 0.21149)
H (-1.26370, -2.46815, -1.46100)

Calculated values
LUMO level = 0.834 eV
SMILES = C[C@@H]1[C@@H]2N(C)C=N[C@]12C
ΔE to the lowest compared entry with this formula, charge and spin = 88.8 kcal per mole
Orbital gap = 8.96 eV
Largest force on an atom = 4.2 eV/Å



Record 6
The following is a DFT calculation (ωB97M-V/def2-TZVPD) of 3 unconnected molecules or ions with the total composition C7H12N2 in a non-equilibrium geometry.

Cartesian coordinates (Å):
H (1.24416, 1.93607, -0.71810)
N (0.27626, 1.63281, -0.79863)
C (-0.44274, 1.85379, 0.24113)
C (0.06102, 2.33760, 1.57364)
C (-1.81574, 1.49119, 0.19691)
C (-2.97469, 1.17008, 0.19173)
H (1.12228, 2.57320, 1.52462)
H (-0.09703, 1.57459, 2.33719)
H (-0.49052, 3.22578, 1.88002)
H (-3.98698, 0.87945, 0.14800)
C (0.26731, -1.56431, 0.57771)
C (-0.05543, -2.83287, 0.29006)
H (1.23612, -1.31093, 0.98342)
H (-0.51448, -0.83101, 0.73614)
H (0.68942, -3.61238, 0.25458)
H (-1.06324, -3.11423, 0.02507)
C (0.95312, -0.96177, -1.73553)
N (2.20761, -1.09248, -1.76159)
H (0.60091, 0.15394, -1.40573)
H (0.24253, -1.57909, -2.30061)
H (2.54009, -1.92942, -2.24002)

Calculated values
LUMO level = 0.340 eV
SMILES = [H]/N=C(\C)C#C.C=C.C=N
ΔE to the lowest compared entry with this formula, charge and spin = 112.1 kcal per mole
Orbital gap = 8.95 eV
Largest force on an atom = 3.5 eV/Å